[1]
The following is a DFT calculation (ωB97M-V with the def2-TZVPD basis set) of a structure of composition C17H24CdN4O5 in a non-equilibrium geometry.

HOMO-LUMO gap   0.22851 Ha
HOMO level   -6.480 eV
E_LUMO   -0.26 eV

The geometry in XYZ format:
```
51
Properties=species:S:1:pos:R:3:forces:R:3:nbo_charge:R:1
O 0.234 -2.377 1.861 0.87 -1.65 -0.13 -0.980
H 0.240 -3.159 2.434 0.05 0.18 -0.28 0.464
Cd -0.576 -0.096 -0.157 -0.66 -0.01 1.23 1.582
N -2.266 -0.342 -1.749 -1.83 1.46 -0.96 -0.142
N -2.031 1.976 -0.444 -2.07 -0.13 -1.33 -0.257
O -2.366 -1.455 -2.423 0.29 0.00 0.32 -0.619
O -2.269 3.052 0.417 0.58 0.55 0.48 -0.586
C -3.236 0.568 -1.937 1.96 -1.67 -0.07 0.038
C -3.106 1.806 -1.219 2.36 0.48 2.06 0.229
C -4.381 0.271 -2.826 -0.25 0.04 -0.24 -0.673
C -4.158 2.848 -1.216 -0.93 0.17 -0.33 -0.683
H -4.350 -0.788 -3.091 -0.05 0.22 0.03 0.262
H -4.319 0.868 -3.740 -0.13 -0.08 -0.08 0.214
H -5.324 0.504 -2.330 -0.06 -0.01 -0.07 0.215
H -3.726 3.843 -1.074 -0.14 -0.28 0.00 0.245
H -4.877 2.664 -0.401 0.23 0.12 -0.18 0.244
H -4.718 2.825 -2.160 0.12 -0.01 0.26 0.223
H -1.703 -2.225 -1.326 0.16 -0.23 0.14 0.502
H -1.546 3.026 1.065 -0.32 -0.25 -0.37 0.476
O 0.379 1.425 -1.912 -0.12 0.33 -0.81 -0.963
H 0.324 1.113 -2.835 -0.01 0.16 0.56 0.486
H -0.283 2.142 -1.845 0.21 -0.52 0.05 0.497
C -1.598 -0.448 1.808 -0.25 0.77 -0.47 -1.306
H -1.249 -1.349 2.309 -0.51 0.68 -0.09 0.221
H -2.673 -0.491 1.574 0.18 0.16 0.26 0.183
H -1.358 0.439 2.413 -0.34 -0.14 0.15 0.170
O -1.241 -2.576 -0.467 -0.60 -1.38 -0.44 -1.057
H -0.298 -2.617 1.062 0.36 0.36 0.61 0.506
H -1.739 -3.389 -0.271 0.23 0.50 -0.07 0.479
C 2.462 2.879 2.153 -0.05 -0.22 -0.03 -0.249
C 1.367 2.405 1.407 0.43 -1.11 -0.09 0.063
N 1.318 1.158 0.926 0.24 0.86 -0.33 -0.449
C 2.365 0.328 1.080 0.55 0.62 0.55 0.157
C 3.488 0.708 1.884 -1.06 -0.03 -0.56 -0.082
C 3.511 2.012 2.416 -0.40 0.10 -0.18 -0.133
C 4.524 -0.237 2.102 0.65 -1.01 -0.19 -0.188
C 4.523 -1.461 1.488 0.49 0.58 0.58 -0.173
C 3.512 -1.830 0.555 -0.94 0.59 -0.23 -0.111
C 3.548 -3.017 -0.206 -0.29 0.02 -0.22 -0.122
C 2.570 -3.261 -1.161 0.28 0.18 0.43 -0.256
C 1.520 -2.343 -1.290 0.33 0.50 0.64 0.085
N 1.446 -1.254 -0.524 -0.12 0.09 -0.62 -0.534
C 2.414 -0.941 0.358 0.34 -0.87 -0.24 0.286
H 2.445 3.906 2.510 0.14 -0.26 -0.03 0.226
H 0.523 3.061 1.171 0.28 -0.28 0.14 0.184
H 4.370 2.326 3.007 -0.18 -0.02 -0.07 0.219
H 5.337 0.055 2.766 -0.12 -0.19 -0.12 0.217
H 5.317 -2.183 1.670 -0.05 0.25 0.04 0.217
H 4.363 -3.722 -0.034 -0.19 0.17 -0.13 0.218
H 2.579 -4.144 -1.792 0.10 0.09 0.15 0.228
H 0.712 -2.503 -2.005 0.22 0.07 0.28 0.226
```
Forces are in eV/Å.

=====

[2]
The following is a DFT calculation (ωB97M-V with the def2-TZVPD basis set) of a structure of composition C17H24Cl2N3NiOSbSe4 in a non-equilibrium geometry.

HOMO-LUMO gap (spin up / spin down)   0.16253 / 0.16024 Ha
Total charge   -2
HOMO level (spin up / spin down)   -1.072 / -1.010 eV
Spin multiplicity   3
E_LUMO (spin up / spin down)   3.35 / 3.35 eV

The geometry in XYZ format:
```
53
Properties=species:S:1:pos:R:3:forces:R:3:nbo_charge:R:1
Ni -0.841 -2.210 -3.817 -1.82 0.29 2.71 0.913
Se 2.402 -2.855 -6.244 -0.05 0.03 0.12 -0.850
Sb -0.013 -2.573 -6.024 1.11 -0.24 -2.38 0.916
Se -0.426 -0.180 -4.849 0.29 0.10 -0.60 -0.849
Se -0.957 -4.422 -4.418 0.16 -0.26 -0.38 -0.769
Se -1.278 -2.668 -8.102 -0.01 0.07 0.15 -0.813
Cl -3.455 -2.824 -1.946 -0.08 -0.10 0.34 -0.211
C -2.733 -1.736 -3.218 0.44 0.16 0.07 -0.744
H -2.796 -0.732 -2.805 -0.02 0.03 0.06 0.168
H -3.402 -1.804 -4.071 0.00 -0.08 -0.10 0.191
C -0.202 1.490 0.100 0.02 -0.04 0.04 -0.615
C 1.249 1.858 0.421 0.10 0.03 -0.10 -0.074
C 1.218 3.108 1.318 0.00 -0.12 0.02 -0.617
C 1.949 2.259 -0.891 -0.03 -0.08 0.06 -0.617
C 2.045 0.697 1.110 -0.32 -0.07 -0.07 0.295
O 3.376 1.179 1.411 -0.07 0.12 0.00 -0.742
C 1.503 0.201 2.480 0.12 -0.08 -0.12 -0.427
C 0.335 -0.785 2.660 -0.12 0.14 -0.16 -0.441
C -1.038 -0.162 2.735 -0.04 -0.08 0.16 -0.033
C -2.065 -0.521 1.870 -0.07 -0.05 0.02 -0.184
C -3.319 0.074 1.956 0.07 -0.10 -0.09 -0.222
C -3.549 1.031 2.928 0.07 -0.06 -0.04 -0.046
Cl -5.112 1.791 3.041 -0.07 0.03 0.01 -0.024
C -2.553 1.393 3.819 -0.03 0.06 0.00 -0.258
C -1.310 0.791 3.717 0.03 -0.03 -0.02 -0.165
C 2.456 -0.451 0.150 0.28 0.00 0.15 -0.241
N 1.510 -1.269 -0.573 -0.24 0.25 0.06 -0.205
C 1.041 -1.082 -1.815 0.42 -0.09 -0.09 0.222
N 0.345 -2.129 -2.181 -0.25 -0.01 0.23 -0.532
C 0.405 -2.963 -1.115 -0.03 0.08 0.04 0.184
N 1.101 -2.480 -0.109 0.07 -0.06 0.03 -0.323
H -0.615 2.242 -0.576 -0.01 -0.01 0.00 0.219
H -0.819 1.470 0.997 0.05 0.09 -0.09 0.211
H -0.294 0.525 -0.399 -0.04 0.07 0.03 0.226
H 0.597 3.863 0.834 0.02 0.01 0.00 0.220
H 2.212 3.546 1.452 -0.01 0.01 0.01 0.194
H 0.775 2.911 2.296 0.00 0.01 0.00 0.203
H 1.587 3.238 -1.212 -0.03 -0.02 -0.02 0.210
H 1.726 1.560 -1.696 0.05 0.10 0.00 0.221
H 3.030 2.320 -0.762 0.00 0.03 -0.01 0.216
H 3.290 1.880 2.064 0.00 0.01 0.02 0.465
H 1.290 1.081 3.092 0.13 0.07 0.05 0.194
H 2.384 -0.273 2.918 -0.01 -0.01 0.05 0.219
H 0.506 -1.278 3.622 0.04 -0.05 -0.04 0.211
H 0.362 -1.567 1.905 -0.02 -0.04 -0.07 0.256
H -1.895 -1.253 1.088 0.04 -0.01 0.01 0.245
H -4.091 -0.208 1.253 -0.04 0.03 0.03 0.243
H -2.751 2.139 4.578 0.00 -0.02 -0.01 0.216
H -0.534 1.072 4.421 -0.01 0.00 -0.02 0.195
H 3.069 -1.129 0.743 0.00 -0.05 -0.05 0.229
H 3.107 0.008 -0.590 0.06 -0.06 0.00 0.233
H 1.249 -0.241 -2.460 -0.11 -0.04 0.00 0.257
H -0.068 -3.930 -1.105 -0.03 0.03 -0.02 0.230
```
Forces are in eV/Å.

=====

[3]
The following is a DFT calculation (ωB97M-V with the def2-TZVPD basis set) of a structure of composition C17H24Cl5N3NaNbO in a non-equilibrium geometry.

HOMO-LUMO gap (spin up / spin down)   0.11315 / 0.11468 Ha
Total charge   +2
HOMO level (spin up / spin down)   -14.072 / -14.086 eV
E_LUMO (spin up / spin down)   -10.99 / -10.96 eV

The geometry in XYZ format:
```
52
Properties=species:S:1:pos:R:3:forces:R:3:lowdin_charge:R:1
N -0.359 1.877 -0.591 0.22 -2.41 -0.12 -0.333
C -2.394 3.637 -0.433 0.09 2.69 -2.05 0.013
O -2.230 4.469 -1.222 -0.31 -2.55 2.15 0.018
Na 0.020 2.845 -2.510 -0.07 0.46 -0.45 0.611
Nb -0.001 0.223 -0.099 0.05 0.37 1.11 1.534
N 1.371 0.713 1.416 0.04 -0.15 -0.69 -0.113
N 0.996 -0.673 -1.733 -0.02 0.19 0.42 -0.135
C 1.269 1.938 2.229 0.04 -0.34 0.88 -0.639
C 0.363 -1.259 -2.934 -0.06 0.31 -0.62 -0.637
C 1.553 3.178 1.379 -0.13 0.81 -0.81 -0.031
C 2.250 1.954 3.391 -0.10 0.40 0.11 -0.040
C -0.158 2.033 2.790 -0.47 -0.19 -0.19 -0.019
C 1.378 -1.527 -4.049 -0.01 -0.21 -0.36 -0.046
C -0.270 -2.607 -2.541 -0.34 -0.44 0.15 -0.009
C -0.699 -0.311 -3.513 -0.31 -0.06 0.06 -0.055
H 2.548 3.133 0.929 0.03 0.04 0.12 0.097
H 1.484 4.086 2.002 0.13 -0.51 -0.11 0.116
H 0.814 3.272 0.564 0.28 -0.12 0.48 0.036
H 2.078 1.127 4.077 0.07 -0.02 0.10 0.099
H 2.066 2.890 3.934 0.20 -0.33 -0.04 0.111
H 3.280 1.960 3.043 0.14 -0.04 0.12 0.096
H -0.877 2.238 1.983 -0.05 -0.05 0.20 0.061
H -0.226 2.855 3.524 0.10 -0.27 -0.42 0.119
H -0.428 1.097 3.293 0.00 0.21 -0.06 0.087
H 2.041 -0.671 -4.187 0.02 -0.02 -0.12 0.100
H 0.833 -1.692 -4.988 0.13 0.06 0.28 0.113
H 1.968 -2.428 -3.864 -0.04 0.13 -0.13 0.095
H 0.490 -3.303 -2.164 -0.15 0.19 -0.03 0.098
H -0.732 -3.077 -3.425 0.22 0.26 0.24 0.115
H -1.050 -2.480 -1.781 0.10 0.01 -0.07 0.077
H -1.425 0.035 -2.763 0.25 -0.12 -0.20 -0.007
H -1.269 -0.865 -4.281 0.20 0.36 0.33 0.115
H -0.233 0.554 -4.023 -0.05 -0.31 0.19 0.086
C 2.334 -1.200 -1.471 0.47 -0.23 -0.07 -0.109
H 3.012 -0.476 -0.994 -0.42 -0.06 -0.03 0.085
H 2.340 -2.116 -0.848 -0.27 0.19 -0.04 0.117
H 2.816 -1.510 -2.411 -0.17 0.24 0.52 0.087
C 2.482 -0.192 1.690 -0.10 -0.51 -0.05 -0.128
H 2.585 -0.431 2.769 -0.13 0.38 -0.47 0.110
H 2.360 -1.161 1.174 -0.12 0.53 0.14 0.051
H 3.460 0.220 1.358 -0.41 0.11 0.14 0.129
Cl -0.209 -2.032 2.475 0.42 -0.04 -0.01 0.713
C -1.764 -1.780 1.778 -1.29 -0.04 -0.22 -0.720
C -1.875 -0.916 0.671 0.66 0.37 -0.05 -0.306
C -3.165 -0.729 0.145 -0.40 -0.51 0.95 -0.699
Cl -3.349 0.306 -1.213 -0.27 0.04 -0.11 0.727
C -4.316 -1.316 0.735 0.59 0.12 0.20 -0.691
Cl -5.881 -0.937 0.168 0.08 -0.06 -0.12 0.747
C -4.168 -2.174 1.849 0.19 0.30 -0.47 -0.675
Cl -5.536 -2.904 2.573 0.33 0.22 -0.23 0.768
C -2.880 -2.423 2.368 0.56 0.43 -0.34 -0.687
Cl -2.697 -3.450 3.727 0.08 0.17 -0.23 0.750
```
Forces are in eV/Å.

=====

[4]
The following is a DFT calculation (ωB97M-V with the def2-TZVPD basis set) of a structure of composition C17H24ClGeN5V.

HOMO-LUMO gap (spin up / spin down)   0.24852 / 0.26677 Ha
Total charge   +2
HOMO level (spin up / spin down)   -14.394 / -13.814 eV
Spin multiplicity   2
E_LUMO (spin up / spin down)   -7.63 / -6.55 eV

The geometry in XYZ format:
```
49
Properties=species:S:1:pos:R:3:forces:R:3:nbo_charge:R:1
V 0.001 -0.173 0.366 0.14 -0.23 0.03 1.174
C -2.920 0.394 -3.322 -0.01 0.05 0.03 -0.429
N -1.475 0.385 -3.576 0.11 -0.03 0.14 -0.352
C -1.023 0.392 -4.970 0.05 0.08 -0.02 -0.438
C -0.636 0.207 -2.557 -0.05 -0.02 -0.30 0.688
N -1.023 0.141 -1.301 0.02 -0.12 0.25 -0.866
N 0.705 0.079 -2.881 -0.04 0.07 -0.03 -0.594
C 1.789 -0.024 -2.042 0.18 -0.02 -0.13 0.684
N 2.976 -0.033 -2.658 -0.13 -0.01 0.06 -0.748
N 1.663 -0.116 -0.746 0.02 -0.02 0.06 -0.850
H -3.420 0.759 -4.213 -0.01 -0.04 -0.01 0.246
H -3.173 1.077 -2.510 -0.01 0.01 -0.01 0.228
H -3.281 -0.611 -3.096 -0.01 0.01 0.02 0.229
H -1.840 0.734 -5.596 -0.02 -0.06 0.01 0.258
H -0.728 -0.606 -5.301 0.01 0.02 -0.02 0.226
H -0.213 1.109 -5.118 0.01 -0.02 0.00 0.215
H -2.020 0.292 -1.195 0.01 -0.01 0.04 0.422
H 0.918 0.100 -3.864 -0.02 -0.02 -0.01 0.432
H 3.077 0.057 -3.656 -0.01 0.01 0.00 0.425
H 3.826 -0.145 -2.130 0.00 0.00 0.01 0.434
H 2.563 -0.197 -0.284 -0.04 0.00 0.03 0.402
Cl 1.014 -1.202 2.280 -0.21 -0.03 -0.22 0.080
C -0.478 -1.833 1.421 0.25 0.16 0.12 -0.690
H -1.295 -1.796 2.139 -0.04 -0.02 -0.05 0.241
H -0.261 -2.836 1.067 -0.07 0.00 -0.03 0.245
Ge -0.742 2.143 1.378 -0.32 0.28 0.13 1.007
C -2.559 2.070 0.685 0.14 -0.03 0.01 -0.466
C -3.014 3.053 -0.196 0.07 0.10 0.00 -0.160
C -4.290 2.980 -0.736 -0.04 -0.03 0.00 -0.218
C -5.119 1.907 -0.429 0.04 0.00 0.03 -0.190
C -4.670 0.911 0.429 -0.03 0.01 -0.03 -0.191
C -3.400 0.994 0.984 0.01 -0.04 0.04 -0.252
C -0.458 2.050 3.274 0.07 -0.08 -0.07 -0.482
C -1.376 1.443 4.134 -0.08 0.01 -0.04 -0.146
C -1.123 1.389 5.494 0.03 0.00 0.04 -0.211
C 0.052 1.929 6.004 -0.01 0.00 -0.01 -0.154
C 0.972 2.531 5.156 0.00 -0.02 0.03 -0.194
C 0.725 2.583 3.794 0.04 0.01 -0.05 -0.199
H 0.144 3.173 0.666 -0.05 0.01 -0.02 -0.096
H -2.385 3.900 -0.445 0.01 -0.01 0.01 0.221
H -4.643 3.769 -1.388 -0.01 0.00 0.00 0.240
H -6.116 1.855 -0.845 -0.01 0.00 0.00 0.241
H -5.315 0.080 0.683 -0.02 0.00 0.00 0.238
H -3.085 0.215 1.672 0.02 0.01 0.02 0.211
H -2.309 1.039 3.759 0.00 0.01 -0.03 0.205
H -1.844 0.933 6.159 0.00 0.00 0.01 0.236
H 0.245 1.888 7.068 0.00 0.00 0.00 0.239
H 1.879 2.963 5.556 0.00 0.00 0.01 0.238
H 1.449 3.061 3.144 -0.01 0.00 -0.01 0.220
```
Forces are in eV/Å.

=====

[5]
The following is a DFT calculation (ωB97M-V with the def2-TZVPD basis set) of a structure of composition C17H24F6N6O3RuSSb in a non-equilibrium geometry.

HOMO-LUMO gap (spin up / spin down)   0.28742 / 0.23123 Ha
HOMO level (spin up / spin down)   -8.596 / -8.392 eV
Spin multiplicity   2
E_LUMO (spin up / spin down)   -0.77 / -2.10 eV

The geometry in XYZ format:
```
59
Properties=species:S:1:pos:R:3:forces:R:3:nbo_charge:R:1
Ru -0.261 0.488 0.556 -1.56 0.93 -0.01 0.925
O 1.313 0.053 1.913 -0.05 0.17 0.50 -0.592
N 2.431 -0.243 1.350 0.18 -0.03 -0.39 0.191
N 2.412 -0.150 0.096 -0.01 0.18 0.21 0.178
O 1.342 0.211 -0.601 0.58 -0.90 -0.75 -0.532
C 3.604 -0.419 -0.660 0.01 -0.04 -0.03 0.161
C 4.842 -0.121 -0.112 -0.03 -0.03 0.00 -0.228
C 5.974 -0.405 -0.857 0.00 -0.01 -0.01 -0.206
C 5.856 -0.966 -2.122 0.02 0.00 0.00 -0.200
C 4.603 -1.245 -2.649 0.00 0.00 0.00 -0.184
C 3.457 -0.971 -1.920 -0.01 0.01 -0.04 -0.217
H 4.909 0.321 0.872 -0.01 0.00 -0.01 0.234
H 6.950 -0.181 -0.449 0.00 0.00 0.00 0.219
H 6.745 -1.186 -2.699 0.00 0.00 0.00 0.217
H 4.511 -1.690 -3.631 0.00 0.00 0.00 0.222
H 2.471 -1.195 -2.305 0.06 0.01 0.04 0.267
C -2.701 4.798 4.210 -0.01 0.07 -0.01 -0.657
C -2.244 3.623 3.409 0.20 0.04 -0.19 0.304
C -2.686 2.331 3.719 0.01 -0.16 -0.04 -0.325
C -2.197 1.280 2.977 0.22 0.23 -0.09 0.123
N -1.322 1.527 1.994 -0.91 -0.13 0.23 -0.489
C -0.983 2.804 1.725 -0.06 -0.38 -0.33 0.278
S 0.019 2.780 0.308 0.65 0.23 0.49 0.088
N -1.397 3.859 2.400 -0.19 0.04 0.24 -0.467
H -2.229 4.779 5.194 0.00 0.00 0.00 0.239
H -3.780 4.766 4.362 0.00 0.01 0.01 0.230
H -2.425 5.721 3.707 -0.01 -0.01 0.01 0.244
H -3.395 2.161 4.515 0.01 0.01 0.02 0.233
H -2.474 0.247 3.133 0.01 0.00 -0.02 0.239
N -0.267 -2.252 2.927 -0.08 0.05 -0.08 -0.818
C -1.227 -2.249 1.974 0.01 -0.34 0.12 0.837
N -1.881 -3.400 1.721 -0.06 -0.06 -0.11 -0.804
O -1.595 -1.201 1.399 0.67 0.25 0.22 -0.739
H 0.154 -3.134 3.166 0.00 -0.03 0.00 0.397
H 0.371 -1.468 2.893 0.07 0.05 -0.01 0.427
H -1.389 -4.260 1.902 0.01 -0.09 0.01 0.405
H -2.350 -3.390 0.824 0.04 -0.03 0.09 0.429
C -2.319 -0.295 -3.042 0.00 0.06 0.03 -0.603
C -1.675 0.819 -2.200 -0.01 0.01 -0.08 -0.180
C -0.388 1.298 -2.864 0.04 -0.05 -0.05 -0.611
C -2.680 1.991 -2.067 0.00 0.08 0.07 -0.594
C -1.539 0.365 -0.795 -0.01 0.15 -0.01 0.135
H -2.523 0.085 -4.046 0.01 -0.01 0.02 0.213
H -3.261 -0.627 -2.602 0.00 0.01 0.00 0.206
H -1.657 -1.153 -3.123 0.06 -0.06 0.00 0.246
H -0.618 1.664 -3.867 0.00 -0.01 0.01 0.212
H 0.322 0.476 -2.952 -0.01 0.02 0.01 0.240
H 0.085 2.107 -2.311 0.01 0.01 0.01 0.214
H -2.908 2.344 -3.074 0.00 0.00 0.00 0.228
H -2.257 2.817 -1.493 -0.04 -0.06 -0.04 0.226
H -3.614 1.668 -1.602 0.00 0.02 0.00 0.212
H -2.390 -0.260 -0.494 0.16 -0.08 0.04 0.197
F 0.619 -2.305 0.121 0.05 -0.24 -0.13 -0.719
Sb 0.332 -3.593 -1.271 0.18 0.08 0.10 3.180
F 2.190 -3.884 -1.322 -0.02 -0.02 -0.02 -0.675
F 0.118 -4.901 0.087 -0.05 0.02 -0.01 -0.695
F 0.014 -4.859 -2.616 -0.03 0.02 0.00 -0.669
F -1.526 -3.183 -1.161 -0.05 0.00 -0.02 -0.701
F 0.513 -2.197 -2.546 -0.08 -0.01 -0.02 -0.693
```
Forces are in eV/Å.

=====

Calculated total energy in order - -38777.2007 -358549.7258 -93096.1157 -120180.4123 -69363.0598 eV